Record 1
A cluster of 2 separate species, C5H7N3O3S in total at a distorted geometry, computed with the ωB97M-V functional and the def2-TZVPD basis.

Last column: Löwdin charge in e.
Element x y z (Å)
C  -1.205  -0.906  -0.296  -0.024
C  -0.439  -1.916  -0.891  -0.075
C  -0.578  0.204  0.222  -0.278
C  0.793  0.216  0.312  -0.290
C  1.621  -0.853  -0.152  0.003
N  0.903  -1.805  -0.800  -0.018
N  -1.376  1.326  0.518  0.142
N  1.424  1.122  1.228  0.064
O  5.072  -0.401  1.294  -0.271
O  5.053  -0.750  -1.250  -0.263
O  4.922  1.483  -0.345  -0.261
S  4.976  0.071  -0.079  0.666
H  -2.238  -0.966  -0.170  0.093
H  -1.021  -2.786  -1.181  0.119
H  1.485  -2.568  -1.146  0.140
H  -2.304  1.368  0.761  0.061
H  -0.873  2.074  0.934  0.075
H  1.206  1.157  2.172  0.049
H  2.417  0.740  1.241  0.066

Summary:
energy above the lowest of the compared OMol25 structures with the same formula, charge and spin: 68.9 kcal/mol
frontier orbital gap: 7.949 eV
2S+1: 1
HOMO energy: -8.10 eV

Record 2
The molecule C4H8O2 at a distorted geometry, computed with the ωB97M-V functional and the def2-TZVPD basis.

Last column: Löwdin charge in e.
Element x y z (Å)
C  -2.122  0.503  -0.337  -0.020
C  -0.828  -0.501  0.246  -0.113
C  0.470  0.195  -0.007  -0.393
O  0.473  1.378  -0.284  0.069
C  1.824  -0.510  0.070  -0.210
O  2.847  0.428  -0.066  -0.054
H  -2.889  0.778  0.413  0.065
H  -2.221  -0.368  -0.927  0.022
H  -1.830  1.446  -0.837  0.063
H  -0.724  -1.566  -0.136  0.127
H  -1.007  -0.650  1.309  0.103
H  1.896  -1.037  1.034  0.130
H  1.884  -1.281  -0.718  0.131
H  2.387  1.269  -0.246  0.078

Summary:
energy above the lowest of the compared OMol25 structures with the same formula, charge and spin: 53.8 kcal/mol
frontier orbital gap: 11.118 eV
2S+1: 1
SMILES string: CCC(=O)CO
HOMO energy: -10.28 eV

Record 3
A structure of composition C17H20F3N3Pd, computed with the ωB97M-V functional and the def2-TZVPD basis.

Last column: Löwdin charge in e.
Element x y z (Å)
Pd  -0.337  0.105  -0.307  1.034
C  -1.303  -2.733  -0.646  -0.024
N  -0.016  -1.972  -0.605  -0.278
C  0.868  -2.535  0.467  -0.016
C  0.679  -2.082  -1.889  -0.147
C  0.886  -3.306  -2.482  0.027
C  1.543  -3.390  -3.709  0.044
C  1.986  -2.247  -4.381  -0.005
C  1.823  -1.019  -3.797  0.038
C  1.201  -0.916  -2.526  -0.163
N  0.964  0.250  -1.881  0.079
C  1.516  1.457  -1.995  -0.162
C  2.776  1.725  -2.613  0.056
C  3.354  2.952  -2.475  0.000
C  2.708  3.935  -1.710  0.060
C  1.484  3.709  -1.079  0.039
C  0.853  2.498  -1.229  -0.137
N  -0.451  2.216  -0.686  -0.263
C  -0.854  3.162  0.385  -0.042
C  -1.486  2.296  -1.783  -0.011
H  -1.125  -3.795  -0.808  0.098
H  -1.795  -2.609  0.312  0.088
H  -1.938  -2.336  -1.435  0.112
H  1.065  -3.590  0.272  0.107
H  1.808  -1.988  0.490  0.104
H  0.360  -2.431  1.420  0.091
H  0.542  -4.216  -2.012  0.132
H  1.686  -4.363  -4.161  0.140
H  2.431  -2.334  -5.362  0.136
H  2.084  -0.122  -4.338  0.125
H  3.317  0.923  -3.092  0.124
H  4.325  3.156  -2.905  0.137
H  3.182  4.901  -1.589  0.143
H  1.047  4.505  -0.496  0.128
H  -0.938  4.174  -0.013  0.105
H  -1.829  2.859  0.750  0.098
H  -0.142  3.125  1.205  0.115
H  -1.560  3.328  -2.132  0.115
H  -1.217  1.648  -2.612  0.090
H  -2.440  1.980  -1.368  0.102
F  -1.542  0.986  2.072  0.083
C  -1.610  -0.047  1.218  -0.646
F  -1.435  -1.159  1.961  0.070
F  -2.870  -0.089  0.734  0.079

Summary:
charge: +2
energy above the lowest of the compared OMol25 structures with the same formula, charge and spin: 0.0 kcal/mol
frontier orbital gap: 5.781 eV
2S+1: 1
HOMO energy: -16.04 eV

Record 4
A structure of composition C38H36AuN11OP at a distorted geometry, computed with the ωB97M-V functional and the def2-TZVPD basis.

Last column: Löwdin charge in e.
Element x y z (Å)
Au  -1.914  -0.003  -1.323  0.930
N  -3.308  -3.330  -2.417  0.185
C  -4.291  -2.560  -1.913  -0.441
N  -5.466  -3.129  -1.720  0.194
C  -6.414  -2.346  -1.199  -0.409
N  -7.619  -2.858  -1.000  0.214
N  -6.216  -1.048  -0.849  0.187
C  -5.013  -0.594  -1.083  -0.316
N  -3.997  -1.273  -1.609  0.089
C  -4.777  0.846  -0.745  -0.181
C  -5.872  1.635  -0.419  0.030
C  -5.702  2.987  -0.181  0.009
C  -4.427  3.518  -0.290  -0.012
C  -3.386  2.672  -0.606  -0.122
N  -3.532  1.356  -0.813  -0.016
H  -3.559  -4.251  -2.736  0.124
H  -2.461  -2.914  -2.758  0.068
H  -7.811  -3.807  -1.275  0.132
H  -8.360  -2.281  -0.640  0.128
H  -6.843  1.166  -0.379  0.124
H  -6.548  3.614  0.064  0.134
H  -4.235  4.571  -0.142  0.127
H  -2.395  3.076  -0.713  0.084
N  0.499  -1.537  -0.019  -0.027
P  0.031  -0.080  0.641  1.009
C  1.083  0.145  2.068  -0.299
C  0.970  -0.829  3.072  -0.070
C  1.709  -0.721  4.234  -0.028
C  2.520  0.392  4.434  -0.019
C  2.613  1.373  3.460  -0.044
C  1.914  1.247  2.270  -0.058
C  -1.591  -0.245  1.400  -0.373
C  -2.334  -1.412  1.206  -0.108
C  -3.532  -1.556  1.888  -0.037
C  -3.998  -0.532  2.704  -0.010
C  -3.257  0.635  2.876  -0.027
C  -2.045  0.783  2.231  -0.074
C  0.469  -1.852  -1.387  -0.362
C  1.363  -2.775  -1.914  0.018
C  1.384  -2.971  -3.282  0.005
C  0.501  -2.258  -4.088  -0.009
C  -0.376  -1.386  -3.493  -0.107
N  -0.402  -1.188  -2.153  -0.054
H  1.184  -2.043  0.532  0.134
H  0.289  -1.667  2.957  0.118
H  1.634  -1.486  4.995  0.127
H  3.074  0.496  5.358  0.130
H  3.234  2.242  3.621  0.119
H  2.024  2.025  1.525  0.110
H  -1.975  -2.207  0.563  0.105
H  -4.099  -2.471  1.781  0.128
H  -4.938  -0.649  3.227  0.130
H  -3.616  1.414  3.534  0.128
H  -1.446  1.671  2.396  0.121
H  2.047  -3.304  -1.263  0.133
H  2.094  -3.659  -3.719  0.140
H  0.495  -2.379  -5.162  0.134
H  -1.096  -0.819  -4.067  0.123
C  6.357  1.685  3.273  -0.033
C  5.810  1.078  2.014  -0.271
C  5.292  -0.214  1.992  -0.037
C  4.835  -0.784  0.814  -0.029
C  4.910  -0.075  -0.380  -0.263
N  4.529  -0.766  -1.569  0.141
C  4.103  -0.289  -2.766  -0.511
O  4.104  -0.934  -3.781  0.125
N  3.612  1.054  -2.778  0.157
C  2.561  1.509  -2.031  -0.180
C  1.987  2.767  -2.284  0.086
C  0.874  3.178  -1.576  0.015
C  0.292  2.329  -0.663  -0.105
N  0.844  1.128  -0.418  -0.129
C  1.982  0.734  -1.030  -0.003
C  5.420  1.217  -0.381  -0.012
C  5.850  1.781  0.810  -0.013
H  6.268  1.002  4.115  0.083
H  5.844  2.614  3.525  0.083
H  7.413  1.927  3.153  0.098
H  5.278  -0.800  2.903  0.122
H  4.481  -1.810  0.814  0.115
H  4.833  -1.729  -1.637  0.168
H  3.707  1.456  -3.703  0.173
H  2.422  3.415  -3.036  0.148
H  0.445  4.156  -1.740  0.139
H  -0.573  2.591  -0.079  0.102
H  2.418  -0.202  -0.730  0.114
H  5.547  1.762  -1.306  0.119
H  6.278  2.776  0.791  0.129

Summary:
charge: +3
energy above the lowest of the compared OMol25 structures with the same formula, charge and spin: 0.0 kcal/mol
frontier orbital gap: 6.154 eV
2S+1: 1
HOMO energy: -15.37 eV

Record 5
A structure of composition C8H10GaN2S at a distorted geometry, computed with the ωB97M-V functional and the def2-TZVPD basis.

Last column: Löwdin charge in e.
Element x y z (Å)
C  0.847  -2.004  -1.440  -0.190
C  0.529  -2.521  -0.182  -0.201
C  1.365  -1.871  0.805  -0.175
C  2.197  -0.940  0.133  -0.197
C  1.892  -1.012  -1.262  -0.150
Ga  -0.585  1.481  -0.488  0.413
N  0.865  2.656  -1.564  -0.211
C  -2.457  0.610  -0.210  -0.341
C  -2.558  -0.246  0.876  -0.057
H  1.350  -2.061  1.899  0.082
H  -0.221  -3.293  0.045  0.070
H  2.935  -0.305  0.584  0.071
H  2.351  -0.404  -2.057  0.081
H  0.419  -2.289  -2.400  0.067
H  -2.220  -1.270  0.801  0.049
H  -3.086  1.534  -0.306  0.080
H  0.019  3.100  -1.938  -0.262
H  -2.953  0.076  1.822  0.051
H  -2.072  0.171  -1.234  0.066
S  0.060  1.449  1.723  0.578
C  0.505  3.022  2.061  -0.847
N  0.817  4.116  2.332  0.025

Summary:
charge: -1
energy above the lowest of the compared OMol25 structures with the same formula, charge and spin: 125.7 kcal/mol
frontier orbital gap (spin up / spin down): 5.631 / 3.514 eV
2S+1: 1
HOMO energy (spin up / spin down): -3.70 / -2.75 eV

Record 6
The ion C3H7O2S with charge -1 at a distorted geometry, computed with the ωB97M-V functional and the def2-TZVPD basis.

Last column: Löwdin charge in e.
Element x y z (Å)
C  0.420  0.403  1.203  -0.171
C  -1.312  -0.633  -0.183  -0.168
C  -0.149  0.334  -0.150  -0.576
O  1.905  1.134  -1.628  -0.584
O  1.728  -1.274  -1.430  -0.570
S  1.011  -0.018  -1.712  0.586
H  0.790  -0.605  1.354  0.074
H  1.213  1.124  1.190  0.055
H  -0.201  0.725  2.090  0.082
H  -1.058  -1.689  -0.451  0.078
H  -2.052  -0.256  -0.830  0.036
H  -1.556  -0.517  0.878  0.054
H  -0.740  1.270  -0.332  0.103

Summary:
charge: -1
energy above the lowest of the compared OMol25 structures with the same formula, charge and spin: 42.6 kcal/mol
frontier orbital gap: 6.977 eV
2S+1: 1
HOMO energy: -2.82 eV